Entry from OMol25: 5 unconnected molecules or ions with the total composition H10O5 in a non-equilibrium geometry (ωB97M-V with the def2-TZVPD basis set).

The SMILES is O.O.O.O.O. The value obtained for the total energy is -382.18399 Eh. The spin multiplicity is 1. For the energy above the lowest of the compared OMol25 structures with the same formula, charge and spin, the calculation gives 25.2 kcal per mole.

The geometry in XYZ format:
```
15
Properties=species:S:1:pos:R:3:forces:R:3
H 0.914889 2.013429 -1.298984 -1.4685 -0.2908 -0.0057
H 1.114498 -0.555401 2.401735 0.4726 -0.2206 0.5504
O 0.091246 1.568964 -0.981780 0.0766 0.5514 -0.5735
O -0.148324 -1.064425 -0.371366 -0.2782 -1.7282 0.2298
H -2.932710 -0.089157 -0.150767 0.0969 0.5059 0.7058
H 0.042514 -0.204856 -0.695523 0.4630 1.6410 -0.6061
H 3.113287 -0.517310 1.027991 -0.2200 -1.0373 0.7486
H -0.976507 -1.287544 -0.809805 -0.2126 -0.2291 0.1748
H -3.901423 -1.111163 -0.754373 1.1314 0.4386 -0.1632
O 0.368077 -0.072018 2.069459 -0.0945 0.3772 0.1083
O -3.000516 -0.719910 -0.855237 -1.2020 -0.9313 -0.5410
H 2.491374 0.577256 0.205486 1.2543 -0.4966 0.4941
H 0.157486 -0.546642 1.254367 -0.4236 -0.1499 -0.3018
O 3.369361 0.199110 0.477257 -1.0350 1.5270 -1.2132
H -0.703252 1.809667 -1.518461 1.4396 0.0429 0.3927
```
Positions in Å, forces in eV/Å.